Molecular formula: C28H31N5O4S2V
Method: DFT, ωB97M-V/def2-TZVPD

Positions of all 71 atoms, in Å:
V 1.5335 0.0107 -0.8889
C -1.2154 -4.3019 4.0476
C -0.5780 -3.2359 3.1959
C -0.4316 -1.9384 3.6803
C 0.2130 -0.9256 2.9445
C 0.3428 0.4071 3.3655
N -0.4057 0.9698 4.3829
C -1.8525 0.7829 4.4759
C -2.5514 0.6456 3.1196
C -2.2508 1.7960 2.1549
N -2.0199 1.3227 0.7948
C -2.7914 1.5679 -0.2181
C -2.5096 1.2328 -1.5639
C -3.3935 1.6717 -2.5688
C -3.0995 1.5443 -3.9037
C -4.0332 2.0186 -4.9826
C -1.8505 0.9931 -4.2310
C -0.9333 0.5669 -3.2917
C 0.3549 0.0762 -3.7544
N 1.3892 -0.1248 -3.0383
C 2.5544 -0.7246 -3.6952
C 2.8892 -2.1055 -3.0951
C 1.7213 -2.7904 -2.3971
N 1.3959 -2.1622 -1.1099
C 0.9786 -2.9373 -0.1804
C 0.5508 -2.5508 1.1425
C -0.0928 -3.5270 1.9348
C 0.7484 -1.2573 1.6466
O 1.3722 -0.3134 1.0027
C -1.2653 0.6213 -1.9049
O -0.5146 0.1382 -0.9928
H -1.8153 -3.8621 4.8445
H -0.4606 -4.9367 4.5169
H -1.8653 -4.9486 3.4565
H -0.7843 -1.7172 4.6805
H 1.0727 1.0418 2.8798
H -0.1130 1.9037 4.6137
H -2.2486 1.6401 5.0237
H -2.0983 -0.0995 5.0704
H -3.6267 0.5670 3.2940
H -2.2433 -0.2928 2.6578
H -1.3420 2.3206 2.4532
H -3.0590 2.5271 2.1175
H -1.1563 0.8113 0.5768
H -3.7013 2.1248 -0.0100
H -4.3286 2.1344 -2.2688
H -5.0296 2.2066 -4.5840
H -4.1286 1.2779 -5.7777
H -3.6763 2.9445 -5.4377
H -1.5801 0.9150 -5.2802
H 0.4110 -0.1225 -4.8287
H 3.3999 -0.0514 -3.5630
H 2.3415 -0.8165 -4.7649
H 3.7115 -2.0168 -2.3884
H 3.2319 -2.7512 -3.9057
H 1.9652 -3.8444 -2.2381
H 0.8254 -2.7547 -3.0269
H 0.9072 -4.0101 -0.3888
H -0.2074 -4.5269 1.5288
C 3.7286 3.1497 2.0473
O 2.5970 2.6753 1.3086
C 2.7294 2.7647 -0.0323
O 3.6894 3.2410 -0.5772
H 3.4149 3.1881 3.0873
H 4.0285 4.1356 1.6989
H 4.5636 2.4596 1.9306
S 6.3028 -0.0990 -0.8484
C 4.6992 -0.0111 -0.8940
N 3.5247 0.0108 -0.9434
S 0.4930 3.2008 -1.3648
C 1.5719 2.1508 -0.7350

Cartesian forces, eV/Å:
V -0.2 -0.5 0.2
C 0.0 0.0 0.0
C 0.0 0.0 0.0
C 0.0 0.0 0.0
C 0.0 -0.1 -0.1
C 0.0 0.0 0.0
N 0.0 0.1 0.0
C 0.0 0.0 0.0
C 0.0 0.0 0.0
C 0.0 0.0 -0.1
N -0.1 0.0 0.0
C 0.0 0.0 0.0
C 0.1 0.0 0.0
C 0.0 0.0 -0.1
C 0.0 0.0 0.0
C 0.0 0.0 0.0
C 0.1 0.0 0.1
C -0.1 0.0 0.0
C 0.0 0.0 0.0
N 0.0 0.0 0.0
C -0.1 0.0 0.0
C 0.0 0.0 0.0
C 0.0 0.0 0.0
N 0.0 0.1 0.0
C 0.0 0.0 0.0
C 0.0 0.0 0.1
C 0.0 0.0 0.0
C 0.0 0.1 0.1
O 0.0 0.2 -0.3
C -0.1 0.1 -0.1
O 0.3 0.0 0.1
H 0.0 0.0 0.0
H 0.0 0.0 0.0
H 0.0 0.0 0.0
H 0.0 0.0 0.0
H 0.0 0.0 0.0
H 0.0 0.0 0.0
H 0.0 0.0 0.0
H 0.0 0.0 0.0
H 0.0 0.0 0.0
H 0.0 0.0 0.0
H 0.0 0.0 0.0
H 0.0 0.0 0.0
H 0.0 0.0 0.0
H 0.0 0.0 0.0
H 0.0 0.0 0.0
H 0.0 0.0 0.0
H 0.0 0.0 0.0
H 0.0 0.0 0.0
H 0.0 0.0 0.0
H 0.0 0.0 0.0
H 0.0 0.0 0.0
H 0.0 0.0 0.0
H 0.0 0.0 0.0
H 0.0 0.0 0.0
H 0.0 0.0 0.0
H 0.0 0.0 0.0
H 0.0 0.0 0.0
H 0.0 0.0 0.0
C 0.0 0.0 0.0
O -0.1 0.0 0.0
C 0.1 -0.1 0.1
O 0.0 0.0 0.0
H 0.0 0.0 0.0
H 0.0 0.0 0.0
H 0.0 0.0 0.0
S 0.0 0.0 0.0
C 0.0 -0.1 0.0
N 0.0 0.1 0.0
S 0.0 0.0 0.1
C -0.1 0.1 0.0

## Properties
F_max in hartree/bohr: 0.0124
Multiplicity: 4
Orbital gap (spin up / spin down) in eV: 5.195 / 6.132
Total charge: 0
E_HOMO (spin up / spin down) in eV: -6.10 / -7.05

Mulliken atomic charges, in units of e:
1. V 0.187
2. C -1.758
3. C 0.583
4. C -0.585
5. C 0.521
6. C -1.365
7. N -0.138
8. C -1.187
9. C -0.380
10. C -0.773
11. N 0.596
12. C -0.131
13. C 0.422
14. C -0.716
15. C 0.122
16. C -1.679
17. C -0.573
18. C 0.878
19. C -0.392
20. N 0.209
21. C -0.974
22. C -0.577
23. C -0.940
24. N 0.364
25. C -0.283
26. C 0.774
27. C -1.083
28. C 0.625
29. O -0.839
30. C 0.230
31. O -0.820
32. H 0.373
33. H 0.331
34. H 0.383
35. H 0.562
36. H 0.746
37. H 0.367
38. H 0.483
39. H 0.302
40. H 0.529
41. H 0.240
42. H 0.297
43. H 0.580
44. H -0.580
45. H 0.390
46. H 0.384
47. H 0.386
48. H 0.371
49. H 0.321
50. H 0.456
51. H 0.227
52. H 0.349
53. H 0.439
54. H 0.185
55. H 0.489
56. H 0.609
57. H 0.210
58. H 0.262
59. H 0.400
60. C -0.857
61. O -0.183
62. C -0.321
63. O -0.611
64. H 0.232
65. H 0.342
66. H 0.337
67. S -0.440
68. C 0.631
69. N -0.554
70. S -0.321
71. C 1.338

---

Molecular formula: C19H36AlBr3CaClCsF10LiNO5S2
Method: DFT, ωB97M-V/def2-TZVPD

Positions of all 81 atoms, in Å:
O 3.3154 2.0048 2.9533
S 3.3926 2.1293 1.5350
O 4.6856 2.2999 0.9858
C 2.3203 3.4221 0.9634
C 1.8551 3.1217 -0.4526
C 1.1599 1.8039 -0.6670
C -0.3138 1.9950 -0.9260
C -1.2106 2.4649 0.2347
C -1.9871 1.3236 0.9191
Cl -1.8466 1.3266 2.6601
C 1.4394 0.8672 0.4938
C 1.1479 -0.5896 0.1892
F 0.9430 -1.2960 1.3034
F 2.2643 -1.1173 -0.3889
F 0.0838 -0.8425 -0.5874
O 2.8216 0.8584 0.7435
H 2.8854 4.3339 1.0621
H 1.4889 3.4806 1.6608
H 1.1683 3.9229 -0.7051
H 2.6833 3.1262 -1.1534
H 1.6674 1.3989 -1.5810
H -0.7384 1.0873 -1.3481
H -0.3889 2.7566 -1.6988
H -1.9657 3.1313 -0.1778
H -0.6825 3.0526 0.9686
H -1.6625 0.3542 0.5408
H -3.0480 1.4018 0.6837
H 0.9129 1.1647 1.4020
F 2.9794 1.6291 -2.3761
Ca -2.6380 0.8238 -2.0138
C 9.9992 2.8371 -0.0874
C 9.0761 1.6134 -0.1908
C 7.7420 2.0867 -0.7589
S 8.0926 3.5087 -1.7762
O 7.4716 4.6787 -1.1719
O 7.9027 3.2348 -3.1642
C 9.8547 3.5614 -1.4208
H 11.0358 2.5569 0.1045
H 9.6693 3.4852 0.7293
H 9.5094 0.8810 -0.8730
H 8.9398 1.1293 0.7785
H 7.2816 1.3262 -1.3938
H 7.0581 2.4002 0.0296
H 10.1895 4.5963 -1.3927
H 10.3561 3.0212 -2.2220
C -2.6797 -2.6949 1.5005
C -4.1134 -2.3401 1.8602
N -5.0702 -2.6642 0.8242
C -6.3735 -2.1004 1.0477
C -7.1689 -2.5925 2.2885
C -5.0830 -4.0521 0.3626
C -5.3519 -5.1415 1.4088
H -2.3860 -2.2194 0.5547
H -2.0027 -2.3454 2.2810
H -2.5428 -3.7726 1.4086
H -4.1443 -1.2511 2.0425
H -4.3630 -2.8220 2.8165
H -6.9870 -2.2455 0.1559
H -6.2564 -1.0170 1.1270
H -7.5990 -3.6344 2.1291
H -8.0186 -1.9342 2.4720
H -6.5639 -2.5964 3.2034
H -4.1202 -4.2502 -0.1178
H -5.8132 -4.1344 -0.4441
H -4.7840 -4.9760 2.3285
H -5.0431 -6.1085 1.0050
H -6.4190 -5.2314 1.6744
F 8.1494 0.5401 -2.9574
Cs -7.1484 0.1555 2.2045
F -8.2720 -5.1245 2.3772
C -1.7951 -4.1158 -2.0296
Br -2.4045 -2.4334 -2.8336
Br -3.0256 -5.5081 -2.3780
Br -0.0231 -4.5365 -2.6472
H -1.7447 -3.9496 -0.9631
Li 3.0851 -2.8003 -1.1680
F -7.5957 0.4194 -2.0776
Al -6.2371 1.1129 -2.8375
F -4.7020 0.7623 -1.8389
F -6.3482 2.7514 -2.8636
F -5.9651 0.4980 -4.3297

Cartesian forces, eV/Å:
O -1.1 -0.6 0.2
S 2.2 1.3 0.1
O 0.1 0.0 -0.3
C -0.6 -0.9 0.1
C 0.2 1.1 0.2
C -0.8 -1.1 0.3
C -0.3 1.1 0.4
C -0.8 -0.5 -0.4
C 0.1 0.2 -0.6
Cl 0.0 -0.2 0.4
C -0.2 0.4 -0.5
C 0.5 0.1 1.4
F 0.0 -0.2 0.1
F -0.3 -0.9 -0.8
F 0.1 -0.1 -0.6
O -0.1 -0.1 0.6
H 0.4 0.2 -0.1
H -0.1 0.0 0.3
H 0.0 0.4 -0.3
H 0.3 0.0 -0.2
H 0.7 0.2 -0.4
H 0.7 -0.7 0.0
H 0.1 0.1 -0.4
H -0.1 0.4 0.1
H 0.4 0.1 0.1
H 0.2 -0.3 0.2
H -0.3 0.1 0.1
H -0.3 -0.3 0.3
F -0.4 -0.6 -0.3
Ca -0.3 -0.4 -0.3
C -0.1 -0.1 0.0
C 0.2 -0.1 0.0
C -0.4 -0.3 0.5
S 0.1 -0.2 0.1
O 0.1 0.0 0.0
O -0.2 0.7 -0.3
C 0.2 0.1 0.2
H 0.0 0.0 0.0
H 0.0 0.1 0.0
H -0.1 0.0 -0.2
H 0.0 0.0 0.0
H 0.3 0.0 -0.4
H 0.1 0.3 0.0
H -0.1 0.1 -0.1
H -0.1 -0.1 0.0
C 0.1 0.1 0.0
C 0.0 -0.1 0.2
N 0.2 0.2 -0.6
C -0.1 -1.1 -0.1
C 0.2 -0.5 -0.6
C 0.2 -0.5 0.2
C -0.2 0.0 -0.1
H 0.0 0.0 0.0
H 0.0 0.0 0.0
H 0.0 0.0 0.0
H -0.1 -0.1 0.0
H 0.1 0.1 0.0
H 0.0 -0.1 -0.1
H 2.2 -3.1 -2.6
H -0.1 -0.1 0.4
H -0.5 -1.1 0.0
H 0.0 0.0 0.0
H 0.0 0.1 0.1
H -0.1 0.1 0.0
H 0.1 0.0 0.0
H 0.1 0.0 0.0
H 0.1 0.1 0.1
F 0.1 -0.6 0.2
Cs -2.5 6.1 3.2
F 0.3 0.4 -0.3
C 0.2 0.0 0.3
Br -0.2 0.3 -0.2
Br 0.0 -0.1 -0.2
Br 0.1 0.0 0.0
H 0.0 0.1 0.0
Li 0.2 0.6 0.0
F 1.2 0.3 0.1
Al -1.8 -0.5 0.6
F -0.5 0.2 -0.3
F 0.5 0.5 0.3
F 0.8 -0.4 -0.4

## Properties
F_max in hartree/bohr: 0.1421
Orbital gap in eV: 1.349
Total charge: 0
E_HOMO in eV: -5.42

Mulliken atomic charges, in units of e:
1. O -0.707
2. S 1.014
3. O -0.423
4. C -0.756
5. C -1.556
6. C 0.648
7. C -1.087
8. C -0.536
9. C 0.014
10. Cl -0.154
11. C -0.495
12. C 0.659
13. F -0.281
14. F -0.232
15. F -0.232
16. O -0.383
17. H 0.581
18. H 0.312
19. H 0.380
20. H 0.654
21. H 0.545
22. H 0.119
23. H 0.628
24. H 0.469
25. H 0.342
26. H -0.167
27. H 0.403
28. H 0.361
29. F -0.847
30. Ca 1.548
31. C -0.611
32. C -0.672
33. C -0.367
34. S 1.072
35. O -0.705
36. O -0.595
37. C -0.737
38. H 0.333
39. H 0.275
40. H 0.326
41. H 0.330
42. H 0.489
43. H 0.086
44. H 0.394
45. H 0.358
46. C -1.160
47. C -0.328
48. N 0.401
49. C -1.685
50. C -1.642
51. C 0.449
52. C -1.177
53. H -0.094
54. H 0.490
55. H 0.489
56. H 0.435
57. H 0.162
58. H 0.529
59. H 1.095
60. H 0.060
61. H 0.803
62. H 0.387
63. H -0.763
64. H 0.510
65. H 0.199
66. H 0.417
67. H 0.411
68. F -0.887
69. Cs 1.006
70. F -0.883
71. C 0.128
72. Br 0.001
73. Br 0.060
74. Br -0.051
75. H -0.218
76. Li 0.936
77. F -0.346
78. Al 0.419
79. F -0.377
80. F -0.291
81. F -0.284

---

Molecular formula: C4H6N2O
Method: DFT, ωB97M-V/def2-TZVPD

Positions of all 13 atoms, in Å:
N -2.2566 0.5899 -0.3279
C -2.0847 -0.6319 0.1612
O -0.8952 -1.2449 0.2351
C 0.2504 -0.6997 -0.4242
C 1.0667 0.1559 0.5496
C 2.3262 0.5949 -0.0579
N 3.3145 0.9252 -0.5592
H -1.4382 1.1902 -0.5208
H -2.8758 0.2096 0.6914
H -0.0320 -0.1320 -1.3175
H 0.8355 -1.5633 -0.7457
H 0.5007 1.0375 0.8694
H 1.2885 -0.4313 1.4464

Cartesian forces, eV/Å:
N 0.1 -0.2 0.0
C 0.2 0.0 -0.2
O -0.2 0.0 0.0
C 0.1 0.1 -0.2
C 0.0 0.0 0.1
C 0.8 0.3 -0.4
N -1.0 -0.3 0.5
H -0.1 -0.1 0.0
H -0.1 0.2 0.1
H 0.1 -0.1 0.1
H -0.1 0.1 0.0
H 0.1 -0.1 0.0
H 0.0 0.1 -0.1

## Properties
F_max in hartree/bohr: 0.0222
Orbital gap in eV: 10.080
Total charge: 0
E_HOMO in eV: -9.50

Mulliken atomic charges, in units of e:
1. N -0.422
2. C -0.147
3. O -0.280
4. C -0.863
5. C -0.103
6. C 0.169
7. N -0.379
8. H 0.241
9. H 0.471
10. H 0.442
11. H 0.347
12. H 0.252
13. H 0.272